(1)
Below is a 2-piece molecular cluster, C6H9N overall at a distorted geometry, with properties calculated with ωB97M-V/def2-TZVPD.

LUMO   0.0292 Ha
Relative energy (zero: lowest compared OMol25 entry of this formula, charge and spin)   102.70 kcal per mole

```
! wB97M-V def2-TZVPD RIJCOSX def2/J DEFGRID3
* xyz 0 1
C -2.169 0.272 0.309
C 0.615 -1.782 -0.324
C 0.999 -2.167 -1.505
C 0.272 -1.373 0.848
C 1.097 -0.354 1.558
C -1.275 2.435 -0.628
N -1.891 1.327 -0.089
H 1.824 -2.911 -1.491
H 0.617 -1.902 -2.480
H -0.626 -1.661 1.464
H 1.345 0.491 0.710
H 2.178 -0.640 1.704
H 0.511 0.025 2.342
H -1.994 3.294 -0.601
H -0.436 2.549 -0.052
H -1.067 2.397 -1.765
*
```

=====

(2)
Below is C54H55As2N11ORbSSbSe4 as an isolated structure, with properties calculated with ωB97M-V/def2-TZVPD.

LUMO   0.1039 Ha
Relative energy (zero: lowest compared OMol25 entry of this formula, charge and spin)   28.88 kcal per mole

```
! wB97M-V def2-TZVPD RIJCOSX def2/J DEFGRID3
* xyz -2 1
Rb 0.354 -0.941 1.403
C -3.336 3.569 3.755
N -3.042 2.560 2.759
C -1.892 1.880 2.658
N -1.849 1.250 1.497
C -3.058 1.551 0.953
N -3.812 2.348 1.673
C -2.636 4.858 3.351
C -1.742 5.511 4.190
C -1.004 6.592 3.713
C -1.138 7.030 2.408
C -2.071 6.415 1.576
C -2.823 5.343 2.061
C -2.193 6.734 0.157
N -1.326 7.237 -0.664
N -1.854 7.104 -1.938
C -3.018 6.572 -1.799
O -3.302 6.315 -0.500
C -4.012 6.118 -2.774
C -5.361 6.218 -2.441
C -6.327 5.677 -3.273
C -5.949 4.986 -4.412
C -4.600 4.850 -4.730
C -4.226 3.888 -5.840
N -4.612 2.538 -5.443
C -4.087 1.741 -4.499
N -4.813 0.653 -4.366
C -5.801 0.840 -5.274
N -5.723 1.968 -5.950
C -3.635 5.441 -3.931
H -2.953 3.200 4.712
H -4.413 3.706 3.822
H -1.113 1.890 3.415
H -3.380 1.175 -0.007
H -1.563 5.119 5.185
H -0.294 7.078 4.370
H -0.542 7.852 2.030
H -3.528 4.845 1.410
H -5.641 6.720 -1.525
H -7.374 5.760 -3.011
H -6.690 4.492 -5.028
H -3.159 3.916 -6.053
H -4.783 4.091 -6.751
H -3.208 1.983 -3.922
H -6.595 0.129 -5.437
H -2.580 5.340 -4.159
C 3.140 -2.710 -2.598
C 3.077 -3.972 -1.728
As 2.123 -3.706 0.003
C 3.607 -2.953 1.029
C 4.098 -3.538 2.195
C 5.159 -2.971 2.881
C 5.752 -1.806 2.413
C 5.253 -1.196 1.274
C 4.182 -1.760 0.595
C 2.286 -5.581 0.549
C 1.126 -6.284 0.865
C 1.187 -7.605 1.285
C 2.414 -8.243 1.392
C 3.576 -7.560 1.058
C 3.509 -6.240 0.635
As 1.490 -1.622 -2.414
C 0.289 -3.025 -3.058
C -0.800 -3.374 -2.263
C -1.640 -4.418 -2.625
C -1.401 -5.128 -3.792
C -0.320 -4.789 -4.596
C 0.522 -3.750 -4.225
C 1.776 -0.536 -4.026
C 2.706 0.496 -3.869
C 2.955 1.390 -4.899
C 2.262 1.280 -6.098
C 1.327 0.268 -6.259
C 1.089 -0.638 -5.232
H 3.287 -2.969 -3.648
H 3.981 -2.079 -2.308
H 4.074 -4.380 -1.557
H 2.496 -4.741 -2.241
H 3.639 -4.441 2.576
H 5.517 -3.433 3.793
H 6.584 -1.367 2.949
H 5.676 -0.264 0.923
H 3.776 -1.236 -0.261
H 0.172 -5.775 0.802
H 0.277 -8.133 1.543
H 2.466 -9.268 1.739
H 4.537 -8.054 1.139
H 4.424 -5.713 0.390
H -0.991 -2.818 -1.353
H -2.477 -4.678 -1.990
H -2.047 -5.951 -4.071
H -0.126 -5.339 -5.509
H 1.375 -3.510 -4.849
H 3.221 0.614 -2.920
H 3.682 2.181 -4.761
H 2.445 1.985 -6.900
H 0.773 0.184 -7.187
H 0.351 -1.417 -5.373
C 2.643 -3.405 5.372
C 1.512 -4.345 4.940
C 0.281 -4.234 5.857
C 2.014 -5.793 4.880
C 1.083 -3.947 3.598
N 0.807 -3.634 2.528
H 2.882 -3.580 6.418
H 2.352 -2.361 5.273
H 3.532 -3.562 4.753
H 0.593 -4.331 6.895
H -0.447 -5.014 5.612
H -0.203 -3.261 5.755
H 2.253 -6.122 5.892
H 2.914 -5.872 4.265
H 1.255 -6.459 4.462
S 3.569 1.605 -0.091
C 2.359 2.630 0.454
N 1.677 3.502 -0.345
C 0.543 4.093 0.367
C 0.959 3.873 1.826
N 1.948 2.810 1.706
H 1.663 3.320 -1.333
H -0.392 3.566 0.146
H 0.439 5.148 0.121
H 0.132 3.571 2.455
H 1.412 4.768 2.258
H 2.238 2.242 2.502
Se 0.505 -1.173 8.067
Sb -0.250 0.231 6.185
Se 1.553 0.576 4.422
Se -0.856 2.469 7.028
Se -2.125 -0.882 4.945
*
```

=====

(3)
Below is one molecule with the formula C4H6O2, with properties calculated with ωB97M-V/def2-TZVPD.

Structure (SMILES)   O=C/C=C/CO
LUMO   0.0007 Ha
Relative energy (zero: lowest compared OMol25 entry of this formula, charge and spin)   35.47 kcal per mole

```
! wB97M-V def2-TZVPD RIJCOSX def2/J DEFGRID3
* xyz 0 1
O 2.582 -0.270 -1.247
C 2.195 0.285 -0.241
C 0.777 0.378 0.168
C -0.208 -0.128 -0.577
C -1.636 -0.155 -0.106
O -1.744 -0.052 1.296
H 2.919 0.744 0.464
H 0.552 0.860 1.117
H -1.150 -0.718 1.668
H 0.031 -0.578 -1.541
H -2.129 -1.064 -0.485
H -2.189 0.698 -0.517
*
```

=====

- Among the records above, which one has the lowest relative energy (zero: lowest compared OMol25 entry of this formula, charge and spin)?
  C54H55As2N11ORbSSbSe4

=====

What did the third record say?
Below is one molecule with the formula C4H6O2, with properties calculated with ωB97M-V/def2-TZVPD.

Structure (SMILES)   O=C/C=C/CO
LUMO   0.0007 Ha
Relative energy (zero: lowest compared OMol25 entry of this formula, charge and spin)   35.47 kcal per mole

```
! wB97M-V def2-TZVPD RIJCOSX def2/J DEFGRID3
* xyz 0 1
O 2.582 -0.270 -1.247
C 2.195 0.285 -0.241
C 0.777 0.378 0.168
C -0.208 -0.128 -0.577
C -1.636 -0.155 -0.106
O -1.744 -0.052 1.296
H 2.919 0.744 0.464
H 0.552 0.860 1.117
H -1.150 -0.718 1.668
H 0.031 -0.578 -1.541
H -2.129 -1.064 -0.485
H -2.189 0.698 -0.517
*
```

=====

- Among the records above, which one has the lowest relative energy (zero: lowest compared OMol25 entry of this formula, charge and spin)?
  C54H55As2N11ORbSSbSe4